# 1
Density functional theory data (wB97M-V/def2-TZVPD) for a 2-piece molecular cluster, C5H15N2O overall at a distorted geometry.

For the highest occupied orbital energy, the calculation gives -0.4624 Ha. For the frontier orbital gap, the calculation gives 9.49 eV. The charge is +1.

The geometry in XYZ format:
```
23
Properties=species:S:1:pos:R:3:lowdin_charge:R:1
C 0.78277 -2.02838 2.26219 -0.063
C 0.10384 -0.85417 1.53343 -0.444
C 0.35082 -1.13572 0.02627 -0.148
C -0.29652 -0.07352 -0.80884 -0.081
C -0.69449 -0.21085 -2.04771 -0.046
N -1.17093 1.02537 -2.78978 0.190
N 0.63451 0.43816 1.85869 0.031
H 0.28135 -2.20044 3.21712 0.080
H 0.65474 -3.02508 1.82943 0.078
H 1.85189 -1.83605 2.33750 0.084
H -0.95440 -0.89508 1.73104 0.139
H 1.38843 -1.29853 -0.26493 0.134
H -0.07926 -2.13216 -0.10532 0.124
H -0.58020 0.78928 -0.21933 0.098
H -0.78190 -1.05919 -2.70195 0.129
H -0.53772 1.02284 -3.58948 0.166
H -2.13456 1.16126 -3.10110 0.173
H -0.96706 1.86567 -2.21879 0.113
H 1.58897 0.67566 1.63737 0.087
H 0.50999 0.79304 2.79311 0.086
H 0.52648 2.45065 -0.40397 0.044
H -0.33609 3.54891 -0.10760 0.081
O -0.14063 2.97833 -0.86735 -0.055
```

# 2
Density functional theory data (wB97M-V/def2-TZVPD) for a 2-piece molecular cluster, C5H15N2S overall at a distorted geometry.

For the highest occupied orbital energy, the calculation gives -0.0986 Ha. For the frontier orbital gap, the calculation gives 6.59 eV. The charge is -1.

The geometry in XYZ format:
```
23
Properties=species:S:1:pos:R:3:lowdin_charge:R:1
C 0.25095 2.55024 0.33040 -0.147
N 1.18570 2.78505 1.42660 -0.151
C 2.27813 1.83352 1.57146 -0.362
N 1.92552 0.48653 2.02868 -0.034
H -0.69498 3.05464 0.54249 0.059
H 0.64506 2.94433 -0.61697 0.067
H 0.10048 1.47542 0.23099 0.011
H 1.55952 3.72024 1.47720 0.076
H 2.96641 2.19534 2.33973 0.087
H 2.86688 1.68736 0.65548 0.104
H 1.26547 0.48175 2.79499 0.045
H 1.46105 -0.04951 1.25826 -0.098
C -1.84948 -2.01317 -2.50236 -0.176
C -1.65735 -2.69466 -1.14412 -0.382
C -0.95463 -1.82631 -0.09255 -0.752
S 0.68029 -1.15321 -0.54180 0.270
H -2.40023 -1.07164 -2.38590 0.061
H -2.40460 -2.62982 -3.21578 0.050
H -0.89860 -1.72799 -2.95748 0.033
H -2.65648 -2.99850 -0.80723 0.084
H -1.08005 -3.60693 -1.33314 0.085
H -0.91939 -2.42774 0.82283 0.033
H -1.66967 -1.01495 0.11820 0.038
```

# 3
Density functional theory data (wB97M-V/def2-TZVPD) for a 2-piece molecular cluster, C5H15N2S overall.

For the highest occupied orbital energy, the calculation gives -0.4390 Ha. For the frontier orbital gap, the calculation gives 8.74 eV. The charge is +1.

The geometry in XYZ format:
```
23
Properties=species:S:1:pos:R:3:lowdin_charge:R:1
C 1.54097 -2.13996 0.27704 -0.006
N 2.41368 1.09620 -1.20597 0.201
C 1.74932 0.06025 -0.76174 -0.169
N 2.28354 -0.94278 -0.13306 0.035
H 1.72777 -2.94453 -0.42309 0.100
H 0.47383 -1.91264 0.26693 0.082
H 1.81841 -2.42208 1.28344 0.101
H 3.41910 1.16245 -1.16517 0.141
H 1.92266 1.76653 -1.78475 0.143
H 0.67204 0.04572 -0.89033 0.073
H 3.24433 -0.87341 0.17348 0.168
C -0.68984 2.11633 0.96947 -0.159
C -1.31211 0.74965 0.79283 -0.565
S -1.83470 0.39749 -0.91971 0.793
C -3.06712 -0.88143 -0.56681 -0.389
H -0.49203 2.30086 2.02775 0.085
H -1.30828 2.92506 0.58843 0.079
H 0.27916 2.20158 0.47421 0.044
H -2.22424 0.69596 1.37730 0.073
H -0.66204 -0.03251 1.18785 0.057
H -2.61055 -1.72139 -0.04985 0.037
H -3.87876 -0.45108 0.00679 0.041
H -3.46513 -1.19625 -1.52504 0.035
```

# 4
Density functional theory data (wB97M-V/def2-TZVPD) for an isolated ion of composition C5H15N2S and charge +1 at a distorted geometry.

For the highest occupied orbital energy, the calculation gives -0.4803 Ha. As for the SMILES: C[C@H](N)C[NH2+]CCS. For the frontier orbital gap, the calculation gives 10.16 eV. The charge is +1.

The geometry in XYZ format:
```
23
Properties=species:S:1:pos:R:3:lowdin_charge:R:1
C 2.73795 1.07711 -0.34783 -0.026
C 1.50568 0.15160 -0.06405 -0.379
N 0.77677 0.00591 -1.32816 0.010
C 0.51633 0.92252 0.78937 -0.108
N -0.89511 0.49223 0.44033 -0.050
C -1.56804 -0.46257 1.32293 -0.228
C -2.15056 -1.54284 0.39352 -0.534
S -3.01897 -1.00353 -1.15090 0.718
H 2.37176 2.08232 -0.65469 0.095
H 3.46165 1.18751 0.41554 0.072
H 3.05593 0.66415 -1.30414 0.081
H 1.76293 -0.88293 0.23750 0.164
H 1.23965 -0.71490 -1.83015 0.094
H 0.69646 0.82559 -1.93832 0.126
H 0.77819 0.66564 1.87043 0.158
H 0.51762 2.01548 0.65089 0.136
H -1.59669 1.31763 0.17462 0.229
H -0.74925 -0.06669 -0.51956 0.090
H -2.32517 -0.17464 2.02800 0.120
H -0.83089 -1.01026 2.01577 0.155
H -2.98084 -2.25727 0.78087 0.098
H -1.32282 -2.30777 0.06352 0.113
H -1.98259 -0.98428 -2.04549 -0.133
```